No. 1
{
  "formula": "C30H46O3P2Rh",
  "method": "the ωB97M-V functional and the def2-TZVPD basis",
  "e_lumo_ev": [-2.127, -4.990],
  "spin_multiplicity": 5,
  "e_above_lowest_kj_mol": 236.0,
  "total_charge": 1,
  "total_energy_ev": -59570.5761,
  "elements": ["H", "H", "C", "H", "H", "C", "C", "H", "C", "H", "P", "H", "C", "H", "H", "P", "H", "H", "H", "C", "H", "H", "H", "H", "C", "H", "C", "O", "H", "H", "H", "H", "H", "H", "C", "H", "H", "H", "C", "H", "C", "H", "C", "H", "C", "C", "C", "C", "H", "H", "C", "H", "C", "H", "C", "H", "C", "H", "H", "H", "C", "H", "Rh", "C", "C", "H", "C", "H", "C", "C", "C", "H", "C", "H", "O", "H", "C", "H", "H", "C", "O", "H"],
  "coordinates": [[0.067, -1.620, -6.971], [1.941, 1.961, -2.064], [-0.573, -0.060, 3.861], [-1.024, -2.092, -1.394], [1.212, -0.846, -8.147], [-1.630, 0.808, -7.048], [-1.164, 0.052, -3.778], [-3.133, 0.726, -3.164], [1.331, -3.236, 0.308], [-0.072, 2.193, -4.348], [-0.425, 1.732, -6.088], [-1.441, -0.275, -7.039], [2.428, 4.630, 2.924], [0.101, 4.089, -5.884], [-1.594, 1.188, -8.080], [1.871, -0.383, -5.837], [-2.702, 2.546, -1.855], [1.878, 5.534, 3.195], [-0.144, -0.459, 4.780], [-0.735, 3.493, -6.282], [5.200, 2.793, 3.749], [-1.687, -0.804, -4.243], [3.445, -0.044, -7.666], [-2.629, 1.003, -6.621], [-0.976, -2.117, 0.753], [-1.100, 0.835, -4.592], [1.352, 0.298, -3.227], [0.643, 1.650, 0.816], [-1.606, 0.254, 4.024], [2.025, -3.825, 0.907], [2.218, -0.293, -2.897], [-3.315, -0.695, 0.726], [4.313, 1.373, 1.917], [2.464, 2.043, -3.738], [1.293, 1.308, -6.436], [1.929, -2.530, -0.283], [1.412, 1.379, -7.536], [1.943, -1.145, 3.920], [1.976, -1.808, 3.048], [-2.560, 0.663, 1.572], [-1.836, 2.090, -2.345], [2.348, -2.797, 3.335], [0.397, 2.655, -3.430], [-2.621, -2.075, -0.628], [1.975, 3.850, 1.847], [2.640, 2.650, 1.513], [-1.511, -1.219, 1.736], [4.282, 3.090, 3.241], [-0.848, 3.671, -7.359], [4.132, 0.495, -6.086], [0.622, -1.898, 2.436], [0.004, 0.834, 3.576], [-1.611, -2.476, -0.553], [1.691, -2.327, -7.245], [3.581, 4.250, 3.607], [4.038, -1.262, -6.475], [0.340, -2.520, 1.162], [-1.659, 3.770, -5.749], [-1.665, -3.561, -0.652], [-3.429, -0.566, 2.487], [-0.529, -1.089, 2.790], [-2.201, -0.033, -1.860], [0.254, -0.527, 1.004], [-2.769, -0.414, 1.627], [-0.651, 2.751, -2.377], [0.808, -3.882, -0.394], [-2.116, 0.659, -2.725], [-0.407, 3.420, -1.553], [1.117, -1.389, -7.192], [3.550, -0.284, -6.597], [0.197, -0.406, -3.392], [3.941, 4.879, 4.416], [1.943, 1.655, 0.650], [0.297, -1.492, -3.204], [2.555, 0.786, -0.023], [1.968, 2.056, -5.966], [1.609, 1.755, -3.094], [0.640, 5.109, 1.361], [0.769, 3.663, -3.713], [3.805, 2.293, 2.208], [0.899, 4.207, 1.105], [2.683, -1.369, 2.324]],
  "atomic_forces_ev_per_a": [[0.334, -0.122, -0.186], [-0.004, -0.261, -0.226], [0.037, 0.212, 0.190], [-0.103, -0.111, 0.055], [-0.156, -0.361, 0.143], [-0.202, 0.027, -0.535], [-0.914, -0.524, 0.024], [0.306, -0.635, 0.050], [0.169, -0.141, -0.204], [0.543, 0.816, 1.144], [0.370, 0.262, -0.585], [-0.018, 0.519, 0.057], [0.119, -0.286, -0.489], [-0.329, -0.349, -0.196], [-0.159, -0.259, 0.152], [0.988, -0.615, -1.430], [0.654, -0.199, 0.789], [0.206, -0.213, -0.033], [-0.155, 0.125, 0.113], [-0.134, 0.248, -0.404], [-0.302, 0.212, -0.016], [0.156, 0.298, 0.095], [0.361, -0.059, 0.217], [0.387, -0.034, -0.186], [-1.142, -1.482, -0.234], [-0.236, -0.700, 0.511], [-1.494, -1.217, 2.047], [1.124, -1.404, -0.475], [0.145, -0.021, 0.190], [-0.054, -0.105, -0.035], [-0.364, 0.133, -0.350], [-0.064, 0.085, 0.092], [-0.153, 0.219, 0.107], [-0.177, -0.128, 0.212], [0.184, 0.226, -0.347], [-0.024, -0.151, 0.082], [0.080, -0.022, 0.344], [0.147, -0.243, -0.078], [0.314, -0.027, 0.181], [-0.016, -0.210, -0.007], [0.966, -0.033, 0.973], [0.033, 0.192, 0.107], [1.131, -0.897, 0.009], [0.044, -0.065, -0.008], [0.692, -0.308, 0.526], [-0.047, 0.534, 0.426], [-1.242, -1.064, 1.433], [-0.010, 0.187, 0.024], [-0.059, 0.258, 0.224], [0.012, -0.287, -0.185], [-0.496, -1.133, 0.832], [-0.122, -0.137, 0.137], [0.055, -0.209, -0.084], [-0.309, 0.248, -0.040], [0.077, -0.293, -0.255], [-0.078, 0.365, -0.027], [-0.140, -1.768, 0.874], [0.316, -0.113, -0.239], [-0.093, -0.024, -0.079], [0.053, -0.084, -0.080], [-0.796, -1.379, 1.048], [0.234, 0.758, -0.186], [3.484, 9.120, -5.048], [-0.141, 0.113, 0.056], [-1.146, -0.231, 0.121], [0.097, -0.199, -0.030], [-0.681, 0.502, -1.529], [-0.501, 0.744, -0.447], [-0.001, 0.075, -0.020], [-0.235, 0.287, -0.257], [1.437, 0.559, 1.444], [-0.023, -0.141, -0.054], [-0.529, -1.216, -0.211], [-0.072, 0.598, -0.458], [-0.550, 0.997, 0.751], [-0.619, -0.245, -0.226], [-0.116, 0.820, -0.553], [0.066, -0.428, -0.094], [-0.404, -0.485, 0.254], [-0.403, 0.237, -0.293], [-0.245, 0.852, 0.094], [-0.063, -0.212, 0.292]]
}

No. 2
{
  "formula": "C30H47BrCl2N2O11P3",
  "method": "the ωB97M-V functional and the def2-TZVPD basis",
  "e_lumo_ev": -2.916,
  "total_charge": 1,
  "total_energy_ev": -180322.5170,
  "elements": ["C", "C", "C", "C", "H", "H", "C", "C", "O", "O", "C", "C", "H", "H", "H", "H", "C", "P", "C", "H", "O", "H", "H", "H", "H", "C", "H", "H", "C", "H", "O", "H", "H", "H", "H", "P", "O", "C", "H", "H", "N", "C", "O", "H", "H", "C", "C", "H", "H", "H", "Br", "H", "H", "H", "H", "H", "O", "H", "H", "C", "C", "N", "H", "O", "O", "H", "H", "O", "O", "Cl", "C", "C", "H", "C", "H", "C", "H", "C", "C", "P", "H", "C", "H", "H", "H", "H", "H", "C", "C", "Cl", "H", "C", "C", "C", "H", "H"],
  "coordinates": [[2.543, -2.680, -6.266], [-2.155, 1.612, -0.443], [3.596, -0.616, -6.605], [-0.283, 3.413, 1.608], [-1.729, -2.870, 1.840], [-1.241, 3.824, 1.296], [0.660, 0.012, -2.781], [3.575, -1.971, -6.829], [0.295, 4.113, -2.759], [-1.917, 3.157, 3.981], [-3.876, -1.179, 1.509], [-2.626, 1.031, 0.902], [-3.683, 1.312, 0.978], [2.440, 3.619, 2.051], [0.653, 1.029, -4.712], [-1.542, 2.820, 8.197], [0.023, 0.409, 7.159], [0.225, 3.967, -1.131], [-2.529, -0.486, 1.149], [0.818, -2.667, -5.106], [-2.615, -5.848, 4.133], [2.266, 2.014, -4.972], [1.198, 4.178, -3.101], [-0.561, 0.394, -0.305], [3.710, 0.622, -1.731], [-0.382, 1.779, 6.677], [-0.550, -5.667, 1.842], [-4.259, -1.778, 0.676], [-0.631, -5.673, 2.931], [0.724, -7.264, 3.306], [-0.692, 1.773, 5.268], [-0.386, -0.333, -4.743], [2.528, 2.069, -0.690], [-0.469, 3.099, 2.650], [-2.962, 1.470, -1.164], [-2.151, -0.837, -2.375], [-1.644, -1.914, -3.492], [-3.636, -2.143, 2.701], [-2.168, 2.696, -0.299], [-3.240, -1.526, 3.518], [-0.795, 1.185, -0.941], [0.326, 2.136, -0.545], [0.159, -1.787, -0.614], [0.435, 2.489, 6.834], [-4.595, -0.445, 1.878], [2.662, 0.016, -5.821], [0.367, -6.276, 3.591], [4.348, -2.414, -7.444], [-0.620, -2.330, -0.805], [0.844, 0.020, 6.556], [2.255, 4.828, -0.613], [1.823, 0.475, -0.449], [0.448, 4.225, 1.724], [-1.892, -0.633, 2.028], [-2.377, -2.204, -4.056], [3.359, -0.146, -3.243], [1.304, 0.564, 2.083], [2.471, -3.745, -6.452], [0.339, 0.445, 8.201], [2.570, 2.540, 2.081], [-0.762, 0.570, -2.291], [0.201, 2.194, 0.923], [3.867, 1.837, -5.666], [-2.084, -3.723, 3.673], [2.457, -1.608, -1.453], [3.402, 2.169, 1.481], [3.703, 1.631, -3.132], [0.898, -2.916, -2.823], [-2.115, 3.199, 6.224], [-3.871, -0.091, -3.286], [1.649, 1.463, -0.896], [-1.605, 2.750, 5.061], [-3.033, -4.057, 1.869], [1.705, 1.151, -2.436], [-2.432, 1.520, 7.376], [2.826, 1.530, -5.772], [0.128, -3.425, -2.540], [0.579, 0.004, -4.358], [1.623, -2.046, -5.486], [1.093, -1.577, -1.957], [2.798, 2.273, 3.116], [3.197, 0.771, -2.684], [4.385, -0.044, -7.085], [-2.158, 1.538, 1.747], [2.404, 1.921, -6.705], [-0.802, -0.300, 7.067], [0.878, -5.799, 4.427], [-1.675, 2.296, 7.253], [1.338, 1.717, 1.709], [-1.456, 1.806, -3.437], [-4.553, -2.626, 3.045], [-2.595, -3.212, 2.421], [1.643, -0.698, -5.193], [-1.838, -5.083, 3.614], [-2.067, -1.080, 0.361], [1.512, 2.042, -3.028]],
  "atomic_forces_ev_per_a": [[0.593, -1.040, -0.579], [-1.369, 0.947, 0.830], [0.817, -0.185, -0.592], [-0.027, -0.025, 1.603], [-0.208, 0.263, 0.038], [0.114, -0.248, -0.375], [-1.005, 2.083, -0.959], [0.258, 0.188, -0.139], [0.573, -0.308, 0.515], [-0.271, -0.069, 0.274], [0.743, -0.617, 0.742], [-0.072, -0.286, 0.130], [0.124, 0.069, -0.253], [0.177, -0.100, -0.366], [-0.268, 0.084, 0.538], [-0.077, 0.187, -0.119], [-0.056, -0.233, -0.331], [-1.182, 1.246, -0.299], [-0.323, -0.377, 0.658], [0.039, 0.203, 0.060], [0.865, 0.788, -0.534], [0.101, -0.057, -0.011], [-0.082, -0.020, -0.155], [-0.026, 0.042, -0.090], [-0.198, -0.200, -0.097], [0.212, -0.577, 0.404], [-1.169, -0.978, 0.030], [-0.270, 0.460, -0.111], [0.347, 0.290, -0.163], [0.939, 0.733, -0.934], [-0.134, 0.346, -0.072], [0.068, -0.174, 0.431], [-0.380, 0.272, 0.304], [0.036, 0.078, -0.625], [0.621, -0.447, -0.460], [-1.117, -0.592, 1.424], [0.126, 0.616, -0.119], [0.445, 0.352, -0.098], [0.438, -0.074, -0.302], [-0.162, -0.176, 0.062], [-0.166, -1.428, 0.670], [2.404, 0.117, 1.385], [-0.571, 0.387, -1.466], [-0.079, 0.083, -0.040], [-0.162, -0.072, -0.461], [0.230, 1.579, 0.435], [0.231, 0.167, 0.299], [-0.143, -0.178, 0.037], [-0.153, 0.103, 0.406], [0.078, 0.082, 0.080], [-0.380, -0.608, -0.146], [-0.233, 0.309, 0.469], [-0.068, -0.034, -0.610], [0.143, 0.140, -0.214], [0.106, 0.014, -0.116], [-0.023, 0.264, -0.229], [-0.182, 0.845, -0.471], [-0.136, 0.054, 0.103], [0.004, 0.062, -0.011], [-0.770, 0.022, 0.499], [-0.918, -0.146, -2.695], [0.503, 1.518, -0.334], [-0.041, -0.120, -0.177], [-0.006, -0.403, -0.425], [0.533, 0.955, -0.208], [-0.057, 0.289, -0.110], [-0.055, -0.221, -0.287], [-0.972, 0.842, 0.378], [0.074, -0.137, -0.176], [0.712, -0.172, 0.125], [-0.444, -0.616, -2.296], [-0.105, -0.022, 0.103], [-0.124, 0.239, -0.006], [1.288, -1.223, 1.623], [0.095, -0.084, -0.037], [-0.743, -0.059, -0.013], [-0.013, -0.159, -0.383], [0.288, -0.634, -1.000], [-1.549, -0.763, 0.663], [1.836, -2.000, 1.544], [-0.014, -0.051, -0.116], [0.139, 0.325, 0.324], [-0.116, 0.166, 0.142], [0.154, 0.052, -0.280], [0.307, 0.166, 0.071], [-0.043, 0.060, 0.031], [-1.059, -0.728, 0.900], [-0.017, 0.220, 0.247], [0.324, -1.942, 0.384], [0.781, 0.274, 0.507], [0.027, 0.129, -0.034], [0.302, -0.582, -0.162], [0.537, 0.150, 0.079], [-0.444, 0.147, 0.881], [0.055, 0.417, -0.129], [-0.606, -0.258, -0.013]]
}